The following is a quantum chemistry calculation of a cluster of 11 separate species, C33H56O33 in total, from the OMol25 dataset.

Geometry (Å):
C: 2.2706 -2.5694 7.7939
O: 3.3998 -2.1016 8.5870
C: 3.2618 -2.0785 9.9192
O: 2.2690 -2.4793 10.5015
O: 4.3604 -1.5901 10.3345
C: 4.4699 -1.2203 11.6837
H: 2.3314 -3.6337 7.5668
H: 2.3699 -1.9878 6.8773
H: 1.2956 -2.3605 8.2340
H: 5.4914 -0.9095 11.9032
H: 4.1046 -1.9824 12.3721
H: 3.7333 -0.4475 11.9035
C: -0.7891 7.2289 4.4306
O: -0.6419 6.1674 5.3599
C: 0.3758 5.3660 5.3565
O: 1.3378 5.3652 4.6122
O: 0.1920 4.4678 6.3428
C: 1.1686 3.5326 6.5943
H: 0.0377 7.9379 4.4731
H: -1.7784 7.6799 4.5085
H: -0.6578 6.8810 3.4060
H: 1.2324 2.8799 5.7236
H: 0.9211 2.9252 7.4648
H: 2.1913 3.8770 6.7485
C: 4.4430 8.0742 -4.7287
O: 4.9148 7.8633 -3.4396
C: 4.5260 6.7143 -2.8716
O: 3.7275 5.9144 -3.3528
O: 5.1092 6.5982 -1.5735
C: 4.9907 5.3195 -0.8979
H: 3.3554 8.1382 -4.7608
H: 4.7393 7.1751 -5.2692
H: 4.8134 9.0177 -5.1294
H: 3.9600 5.1268 -0.6002
H: 5.4884 5.2614 0.0701
H: 5.0508 4.4570 -1.5617
C: -8.1894 -3.6522 8.4354
O: -9.5612 -3.8087 8.7849
C: -10.0253 -4.9013 9.3928
O: -9.4104 -5.9251 9.7444
O: -11.3697 -4.7841 9.4498
C: -12.1926 -5.8173 10.0447
H: -7.9542 -2.6217 8.1691
H: -7.9715 -4.3080 7.5925
H: -7.5466 -3.9626 9.2592
H: -12.2665 -6.6059 9.2959
H: -13.2199 -5.5595 10.3025
H: -11.7898 -6.2273 10.9709
C: -1.3172 3.7894 -8.0563
O: -1.0580 2.3309 -8.0429
C: -1.3519 1.6259 -9.1323
O: -1.7690 2.0943 -10.2094
O: -1.0903 0.4034 -8.8366
C: -1.3534 -0.6078 -9.8105
H: -2.3612 3.8692 -8.3594
H: -0.7435 4.4418 -8.7145
H: -1.1275 4.1538 -7.0467
H: -0.9208 -1.5718 -9.5429
H: -0.9879 -0.4262 -10.8212
H: -2.3987 -0.9163 -9.8292
C: 0.4813 -0.3126 -1.7606
O: -0.8025 -0.0419 -1.1948
C: -0.9175 0.0179 0.1285
O: 0.0244 -0.1473 0.9891
O: -2.2125 0.4707 0.4737
C: -2.5960 0.4920 1.8964
H: 0.3734 -0.1691 -2.8357
H: 0.9180 -1.2780 -1.5048
H: 1.1638 0.4332 -1.3529
H: -3.4748 1.1298 1.9909
H: -1.8056 1.0492 2.3992
H: -2.5709 -0.5325 2.2679
O: 3.5885 -5.5952 -7.8669
C: 2.7339 -6.0763 -7.1396
O: 1.6356 -5.3294 -6.7775
C: 0.5549 -6.2013 -6.3370
C: 1.2110 -7.4994 -6.1537
O: 2.4351 -7.3687 -6.8867
H: 0.2764 -5.8648 -5.3383
H: -0.2350 -6.0302 -7.0683
H: 0.4704 -8.1517 -6.6166
H: 1.4017 -7.7448 -5.1090
O: 6.6736 2.9174 -11.4110
C: 6.3403 2.8465 -10.2149
O: 5.0939 2.8723 -9.7852
C: 4.9720 2.3080 -8.5054
C: 6.4261 2.5210 -8.0398
O: 7.2008 2.7021 -9.2150
H: 4.3244 2.8157 -7.7905
H: 4.6220 1.2772 -8.4506
H: 6.8117 1.6484 -7.5126
H: 6.3338 3.3554 -7.3445
O: 8.6035 -2.6895 -2.2115
C: 8.0414 -2.6234 -1.0944
O: 6.8790 -2.0887 -0.7673
C: 6.6027 -2.2763 0.6024
C: 7.7915 -3.1503 1.0614
O: 8.5463 -3.2664 -0.0914
H: 6.6583 -1.3972 1.2445
H: 5.6435 -2.7722 0.7509
H: 7.3529 -4.0816 1.4197
H: 8.2971 -2.5594 1.8251
O: -6.4354 7.5357 -0.6091
C: -6.6012 6.4484 -1.2579
O: -6.0453 5.3311 -0.8425
C: -6.2805 4.3106 -1.7976
C: -6.9602 4.9279 -2.9739
O: -7.1712 6.2286 -2.4847
H: -5.3212 3.8703 -2.0699
H: -6.9464 3.6000 -1.3081
H: -7.8776 4.4080 -3.2499
H: -6.2615 4.6851 -3.7744
O: -3.2667 -6.4024 4.5178
C: -3.1698 -6.5701 3.2877
O: -2.9586 -5.5403 2.4381
C: -2.7184 -5.9482 1.1474
C: -3.1432 -7.4238 1.2260
O: -3.0892 -7.7269 2.5810
H: -3.3378 -5.3564 0.4734
H: -1.6581 -5.9874 0.8980
H: -2.5313 -7.9989 0.5311
H: -4.1845 -7.6210 0.9715

Atomic forces in eV per Å
C 0.4 0.6 -0.1
O -1.1 -0.6 -0.9
C -3.0 -1.7 -1.7
O 1.2 0.7 0.2
O 2.5 0.9 1.2
C -1.0 0.2 1.4
H 0.2 0.0 0.2
H -0.1 -0.2 0.0
H 0.3 0.1 0.3
H -0.3 -0.1 -0.2
H 0.5 -0.6 -0.2
H 0.3 0.6 -0.2
C 1.0 0.0 -1.5
O -1.7 0.8 0.6
C 2.0 -1.2 -0.5
O -0.8 0.3 0.5
O -1.3 1.6 0.4
C 1.5 -1.9 -0.6
H -0.2 0.3 0.8
H 0.3 -0.2 0.5
H -0.3 -0.5 -0.1
H 0.1 -0.3 0.0
H -0.5 0.3 -0.1
H -0.2 0.7 0.0
C -0.9 -0.5 -1.3
O 0.6 -0.5 2.5
C -0.9 -1.4 1.6
O 1.8 1.4 0.9
O -0.3 0.0 -2.1
C -2.3 -0.4 -0.5
H -0.1 -0.1 0.2
H 0.0 0.4 -0.8
H 0.5 -0.3 0.2
H -0.5 0.7 0.1
H 0.9 0.5 -0.7
H 1.3 0.2 -0.2
C 0.6 -1.2 0.2
O -0.7 0.5 0.3
C 0.5 -3.1 0.3
O -1.1 3.0 -0.8
O -0.4 0.8 0.6
C 0.8 -1.1 -0.3
H -0.6 -0.1 0.1
H 0.1 0.1 -0.1
H 0.0 0.0 0.1
H 0.1 -0.2 0.2
H 0.3 1.2 -0.5
H 0.5 0.1 -0.2
C -0.8 -0.9 -0.1
O 0.5 1.9 0.3
C -1.0 3.3 -2.7
O 0.9 -1.3 2.5
O 0.4 -2.8 -0.2
C -0.4 -1.3 -0.5
H 0.0 0.4 0.3
H 0.4 -0.8 -0.4
H -0.3 -0.4 0.0
H 0.8 0.5 0.7
H -0.1 0.7 0.2
H -0.3 0.9 -0.2
C 0.7 0.8 0.4
O -1.0 -0.5 0.8
C 1.7 1.0 4.2
O -4.0 0.3 -3.8
O 1.7 -1.1 -0.9
C 2.1 0.6 -0.9
H -0.1 -0.2 0.2
H -0.5 -0.2 0.0
H 0.1 0.0 -0.2
H -0.3 -0.8 -0.3
H 0.1 -0.2 0.3
H -0.7 0.2 0.1
O -1.1 -1.8 2.5
C -1.3 1.7 -3.0
O 0.4 -0.1 0.6
C 0.9 3.3 0.9
C -0.3 -0.7 -0.9
O 1.0 -0.9 0.1
H -0.6 0.4 -0.3
H -0.1 -0.7 0.1
H 0.9 -1.2 0.0
H 0.1 -0.1 -0.2
O -1.1 0.0 3.8
C 1.8 0.1 -4.8
O -2.3 0.0 -0.7
C 1.3 -0.2 1.3
C -0.7 -1.2 1.6
O -0.1 0.2 0.8
H -0.3 0.6 -0.7
H 0.2 -0.2 -0.9
H 0.1 0.2 0.1
H 1.1 0.4 -0.4
O -2.5 1.1 3.4
C 2.1 -1.0 -5.2
O -1.1 1.5 -0.7
C 0.4 -0.6 1.1
C -1.9 0.8 0.9
O 2.0 -1.6 1.5
H -0.5 0.6 -0.8
H 0.0 0.1 -0.3
H 0.9 -0.3 0.0
H 0.5 -0.7 0.1
O -1.7 -4.6 -3.5
C 1.7 4.4 2.0
O 0.2 -0.4 0.2
C 0.0 -1.9 1.4
C 0.4 -1.3 0.5
O -0.4 2.2 -0.3
H -0.1 -0.2 0.3
H 0.4 -0.4 0.0
H -0.3 0.5 0.3
H -0.1 1.7 -0.8
O 0.0 -1.2 -4.5
C 1.0 0.9 3.6
O -0.3 1.3 1.8
C -0.5 -1.7 -0.9
C -1.2 0.4 -1.9
O 0.5 -0.2 1.9
H 0.4 0.0 -0.2
H 0.1 0.8 0.0
H 0.2 -0.5 0.8
H -0.1 0.3 -0.6

The calculation puts the energy above the lowest of the compared OMol25 structures with the same formula, charge and spin at 7.209 eV. The LUMO energy is -0.3 eV. The charge is 0. The value obtained for the HOMO-LUMO gap is 10.369 eV.

Atom charges from the Löwdin analysis, given in e for atoms 1 to 4: atom 1 (C): -0.0233, atom 2 (O): -0.0089, atom 3 (C): -0.6527, atom 4 (O): 0.1143

The following is a quantum chemistry calculation of a structure of composition C39H49AsFeN8OP2, from the OMol25 dataset.

Geometry (Å):
Fe: -0.4926 0.1012 -0.0375
C: 0.6492 3.1348 -3.2235
C: 0.6306 1.9924 -2.4362
N: -0.1492 1.8886 -1.3603
C: -0.9315 2.9440 -1.0800
C: -0.9237 4.0690 -1.9000
N: -0.1356 4.1704 -2.9596
C: -1.7228 2.8577 0.1731
C: -2.7244 3.7467 0.5253
C: -3.3987 3.5697 1.7337
C: -3.0248 2.4882 2.5360
C: -2.0245 1.6365 2.1011
N: -1.3838 1.8302 0.9478
C: -1.5992 0.4160 2.8260
C: -1.9920 0.1159 4.1274
N: -1.6058 -0.9899 4.7456
C: -0.7983 -1.8012 4.0771
C: -0.3737 -1.5034 2.7893
N: -0.7813 -0.4068 2.1542
C: -4.4918 4.4749 2.1416
C: -5.4036 4.9570 1.2076
C: -6.4112 5.8050 1.6443
N: -6.5461 6.1947 2.9070
C: -5.6691 5.7340 3.7925
C: -4.6333 4.8692 3.4680
H: 1.3023 3.2098 -4.0845
H: 1.2240 1.1308 -2.7060
H: -1.5653 4.9160 -1.6927
H: -2.9854 4.5781 -0.1139
H: -3.5393 2.3165 3.4709
H: -2.6229 0.7905 4.6926
H: -0.4745 -2.7063 4.5762
H: 0.3051 -2.1543 2.2670
H: -5.3544 4.6706 0.1644
H: -7.1436 6.1902 0.9443
H: -5.7956 6.0752 4.8132
H: -3.9388 4.5485 4.2339
C: 4.0910 1.5986 -1.5425
P: 3.0863 0.4832 -0.5450
C: 3.6496 -1.1875 -0.9127
N: 4.9151 -1.2860 -1.2676
C: 5.4210 -2.5280 -1.3830
C: 6.7793 -2.7001 -1.7526
C: 7.2896 -3.9597 -1.8229
C: 6.4834 -5.0947 -1.5280
C: 5.1718 -4.9617 -1.1805
C: 4.6078 -3.6674 -1.1072
N: 3.2943 -3.5278 -0.8188
C: 2.8035 -2.3094 -0.7643
P: 0.9717 -2.1984 -0.5846
C: 0.6462 -3.7178 0.3643
C: 0.3599 -2.5809 -2.3261
C: 0.2428 -1.2666 -3.0927
C: -1.0128 -3.2430 -2.1768
C: 1.2957 -3.5246 -3.0848
C: 3.3423 0.8939 1.2483
C: 4.8616 0.9363 1.4713
C: 2.6907 -0.1728 2.1209
C: 2.7006 2.2590 1.5199
H: 5.1179 1.2327 -1.4773
H: 4.0182 2.6201 -1.1745
H: 3.7884 1.5704 -2.5890
H: 7.3756 -1.8232 -1.9633
H: 8.3232 -4.1110 -2.1030
H: 6.9276 -6.0794 -1.5863
H: 4.5457 -5.8162 -0.9647
H: 0.9525 -4.5786 -0.2285
H: -0.4090 -3.7997 0.6201
H: 1.2402 -3.7174 1.2779
H: -0.4707 -0.5752 -2.6351
H: -0.1117 -1.4655 -4.1067
H: 1.2142 -0.7722 -3.1851
H: -1.6657 -2.6605 -1.5227
H: -0.9311 -4.2563 -1.7846
H: -1.4823 -3.3099 -3.1604
H: 2.2249 -3.0345 -3.3780
H: 0.7892 -3.8459 -3.9974
H: 1.5456 -4.4177 -2.5128
H: 5.3568 0.0115 1.1744
H: 5.0215 1.0747 2.5431
H: 5.3342 1.7704 0.9552
H: 3.0805 -1.1737 1.9227
H: 1.6080 -0.1798 1.9940
H: 2.8989 0.0607 3.1666
H: 3.1452 3.0603 0.9293
H: 2.8506 2.5120 2.5708
H: 1.6230 2.2473 1.3318
C: -5.0266 0.6066 -0.4552
As: -3.8639 -0.8994 -0.6052
C: -4.1243 -2.0666 0.8825
C: -4.3116 -1.8121 -2.2239
O: -2.2684 -0.3424 -0.6122
H: -6.0454 0.2868 -0.6716
H: -4.7182 1.3566 -1.1821
H: -4.9781 1.0211 0.5515
H: -5.1114 -2.5237 0.8174
H: -4.0457 -1.5007 1.8100
H: -3.3636 -2.8459 0.8578
H: -5.3879 -1.7246 -2.3694
H: -4.0404 -2.8632 -2.1602
H: -3.7919 -1.3409 -3.0564

Atomic forces in eV per Å
Fe -0.4 0.1 0.5
C 0.0 0.0 0.0
C -0.1 0.0 -0.1
N 0.2 0.0 -0.2
C 0.1 0.0 0.2
C 0.0 0.0 0.0
N 0.0 0.0 0.0
C 0.0 0.0 -0.1
C 0.0 0.0 0.0
C 0.0 -0.1 0.0
C 0.0 0.0 0.0
C 0.0 0.0 0.0
N 0.1 0.0 0.1
C 0.0 0.1 0.0
C 0.0 0.1 0.0
N 0.0 0.0 0.0
C 0.0 0.0 0.0
C -0.2 0.0 0.1
N 0.1 -0.2 0.1
C 0.0 0.0 0.0
C 0.1 0.0 0.0
C -0.1 0.0 -0.1
N 0.1 -0.1 0.0
C 0.0 0.0 0.1
C 0.0 0.0 -0.1
H 0.0 0.0 0.0
H 0.0 0.1 0.1
H 0.0 0.0 0.0
H 0.0 0.0 0.0
H 0.0 0.0 0.0
H 0.0 0.0 0.0
H 0.0 0.0 0.0
H 0.1 -0.1 0.0
H 0.0 0.0 0.0
H 0.0 0.0 0.0
H 0.0 0.0 0.0
H 0.0 0.0 0.0
C -0.2 0.0 -0.1
P 0.5 0.1 0.1
C -0.1 0.0 -0.2
N -0.2 -0.1 0.2
C 0.2 0.1 -0.1
C -0.1 0.0 0.0
C 0.0 0.0 0.0
C 0.0 0.0 0.0
C 0.0 0.1 0.0
C -0.1 -0.2 0.0
N 0.1 0.2 -0.1
C -0.1 -0.2 0.2
P 0.0 0.5 -0.3
C 0.0 0.0 0.0
C 0.1 -0.1 0.1
C -0.1 0.0 -0.1
C 0.0 0.1 0.0
C -0.1 0.0 0.0
C -0.3 0.1 0.0
C 0.0 0.0 0.0
C 0.0 -0.1 0.0
C 0.0 0.0 0.0
H 0.0 0.0 0.0
H 0.0 0.0 0.0
H 0.0 -0.1 0.0
H 0.0 0.0 0.0
H 0.0 0.0 0.0
H 0.0 0.0 0.0
H 0.0 0.0 0.0
H 0.0 0.0 0.0
H 0.0 0.0 0.0
H 0.0 0.0 0.0
H 0.0 -0.1 0.0
H 0.0 0.0 0.0
H 0.0 -0.1 0.0
H 0.0 0.0 0.0
H 0.0 0.0 0.0
H 0.0 0.0 0.0
H 0.0 0.0 0.0
H 0.0 0.0 0.0
H 0.0 0.0 0.0
H 0.0 0.0 0.0
H 0.0 0.0 0.0
H 0.0 0.0 0.0
H 0.0 0.0 0.0
H 0.1 0.0 0.0
H 0.0 0.0 0.0
H 0.0 0.0 0.0
H 0.0 0.0 0.0
H 0.0 0.0 0.0
C 0.0 0.1 0.1
As 0.0 0.1 0.0
C 0.0 0.0 0.0
C 0.1 0.0 0.0
O -0.1 -0.4 -0.4
H 0.0 0.0 0.0
H 0.0 0.0 0.0
H 0.0 0.0 0.0
H 0.0 0.0 0.0
H 0.0 0.0 0.0
H 0.0 0.0 0.0
H 0.0 0.0 0.0
H 0.0 0.0 0.0
H 0.0 0.0 0.0

The calculation puts the energy above the lowest of the compared OMol25 structures with the same formula, charge and spin at 0.446 eV. Its multiplicity is 6. The expectation value of S² is 8.767. The LUMO energy (spin up / spin down) is -8.3 / -10.7 eV. The charge is +3. The value obtained for the HOMO-LUMO gap (spin up / spin down) is 7.238 / 4.825 eV.

Atom charges from the Löwdin analysis, given in e for atoms 1 to 4: atom 1 (Fe): 0.7156, atom 2 (C): -0.0621, atom 3 (C): -0.1208, atom 4 (N): 0.0649

The following is a quantum chemistry calculation of a cluster of 4 separate species, CH11N2O3 in total, from the OMol25 dataset.

Geometry (Å):
N: 0.7164 -0.2995 -0.5886
C: 0.5654 0.7938 -1.2660
N: -0.6498 1.1851 -1.6672
H: -0.0575 -0.9187 -0.3231
H: 1.5995 -0.3684 0.0768
H: 1.4237 1.5153 -1.4868
H: -0.9018 2.0973 -1.9551
H: -1.4748 0.5899 -1.3228
H: 3.9732 -0.6702 0.9519
H: 3.3002 -1.8255 0.7870
O: 3.0440 -0.8732 0.9265
H: -3.0654 -1.2110 -0.9325
H: -2.3380 -0.7855 0.3395
O: -2.3473 -0.6373 -0.6285
H: -1.5179 -0.1070 2.7712
H: -1.1054 1.1938 2.2954
O: -1.1646 0.3213 2.0224

Atomic forces in eV per Å
N 2.6 -0.8 2.3
C -1.3 2.5 -0.6
N -0.4 -2.2 1.2
H 0.2 0.7 -0.4
H -1.6 -0.2 -2.0
H -1.1 -1.4 0.5
H 0.5 0.8 -0.6
H 1.3 0.9 -0.6
H 0.8 1.8 0.2
H -1.6 0.5 0.1
O 0.9 -2.3 -0.3
H 0.1 0.2 -0.3
H 0.1 0.5 -0.5
O -0.5 -0.9 1.0
H -0.6 -1.1 1.4
H 0.3 2.8 0.6
O 0.3 -1.9 -2.1

The calculation puts the energy above the lowest of the compared OMol25 structures with the same formula, charge and spin at 0.986 eV. The LUMO energy is -2.7 eV. The charge is +1. The value obtained for the HOMO-LUMO gap is 11.882 eV.

Atom charges from the Löwdin analysis, given in e for atoms 1 to 4: atom 1 (N): 0.1521, atom 2 (C): -0.1894, atom 3 (N): 0.1511, atom 4 (H): 0.1151

The following is a quantum chemistry calculation of an isolated molecule of C18H21FN6O2, from the OMol25 dataset.

Geometry (Å):
C: -2.6671 -3.2553 1.4432
N: -2.1552 -2.7211 0.2011
C: -2.2753 -1.2777 0.1386
C: -1.8275 -0.7876 -1.2404
N: -0.4518 -1.1722 -1.4913
C: 0.6144 -0.4691 -1.0250
N: 1.7270 -1.0880 -0.6261
C: 2.6109 -0.1092 -0.3576
C: 2.0499 1.1356 -0.5863
C: 2.7767 2.3437 -0.3978
O: 2.4182 3.4927 -0.5837
N: 4.0656 2.0558 0.0626
C: 4.6703 0.8394 0.3127
O: 5.8124 0.7692 0.7079
N: 3.8879 -0.2725 0.0861
C: 4.4219 -1.5982 0.3009
N: 0.7561 0.8865 -1.0333
C: -0.1434 1.9573 -1.3821
C: -1.1341 2.2736 -0.2876
C: -0.8319 2.0838 1.0544
C: -1.7493 2.3988 2.0415
C: -2.9886 2.9162 1.7053
C: -3.3137 3.1197 0.3756
C: -2.3847 2.7971 -0.5939
F: -2.7136 2.9786 -1.8943
C: -0.3279 -2.6192 -1.4086
C: -0.7791 -3.1224 -0.0385
H: -2.6018 -4.3417 1.4150
H: -3.7132 -2.9711 1.5477
H: -2.1142 -2.8922 2.3238
H: -3.3208 -1.0049 0.2999
H: -1.6645 -0.7769 0.9154
H: -1.9618 0.2857 -1.3096
H: -2.4404 -1.2707 -2.0061
H: 4.6619 2.8597 0.2237
H: 5.4504 -1.4898 0.6390
H: 4.3857 -2.1646 -0.6295
H: 3.8285 -2.1177 1.0531
H: -0.6550 1.7298 -2.3220
H: 0.4823 2.8450 -1.5383
H: 0.1364 1.6908 1.3260
H: -1.4924 2.2438 3.0781
H: -3.7022 3.1643 2.4753
H: -4.2693 3.5227 0.0805
H: 0.7112 -2.8896 -1.5854
H: -0.9669 -3.0456 -2.1851
H: -0.7273 -4.2125 -0.0136
H: -0.0946 -2.7202 0.7289

Atomic forces in eV per Å
C 0.0 0.0 0.0
N 0.0 0.0 0.0
C 0.0 0.1 -0.2
C -0.3 0.2 0.4
N -0.1 0.0 -0.2
C 0.3 0.3 -0.1
N 0.3 -0.3 0.2
C -0.9 1.0 -0.3
C 0.5 -0.6 0.2
C -0.1 -0.3 0.0
O 0.0 0.2 0.0
N 0.2 0.4 0.0
C 0.0 0.0 0.0
O 0.3 0.0 0.1
N 0.0 0.0 0.0
C 0.2 -0.3 0.1
N 0.1 -0.3 0.1
C -0.4 0.4 -0.3
C -0.2 0.1 -0.1
C -0.1 0.1 -0.1
C 0.0 0.0 0.1
C 0.0 0.0 0.0
C 0.0 0.0 -0.2
C 0.1 -0.1 0.2
F 0.1 0.0 0.1
C 0.2 -0.4 0.2
C 0.0 0.0 -0.2
H 0.0 -0.1 0.1
H -0.1 0.0 0.1
H 0.0 0.0 0.0
H 0.0 0.0 0.0
H -0.1 0.0 0.0
H 0.0 0.0 -0.1
H 0.0 0.1 0.0
H -0.1 -0.2 0.0
H -0.1 0.0 0.0
H 0.0 0.0 0.0
H 0.0 0.0 0.0
H 0.1 0.0 0.1
H -0.1 -0.2 -0.1
H 0.1 -0.1 0.0
H 0.0 0.0 0.1
H -0.1 0.0 0.1
H -0.1 0.0 -0.1
H -0.2 -0.1 -0.1
H 0.0 0.0 0.0
H 0.1 0.0 0.0
H 0.0 -0.1 0.0

The calculation puts the energy above the lowest of the compared OMol25 structures with the same formula, charge and spin at 0.000 eV. The LUMO energy is 0.7 eV. The charge is 0. The value obtained for the HOMO-LUMO gap is 8.470 eV.

Atom charges from the Löwdin analysis, given in e for atoms 1 to 4: atom 1 (C): -0.1013, atom 2 (N): -0.2305, atom 3 (C): -0.1730, atom 4 (C): -0.1148

The following is a quantum chemistry calculation of a cluster of 2 separate species, C2H8S2 in total, from the OMol25 dataset.

Geometry (Å):
C: -2.2839 -0.4386 1.5263
C: -1.7454 -1.2659 0.3528
H: -3.1563 -0.8699 2.0296
H: -1.5888 -0.2711 2.3500
H: -2.6060 0.5407 1.1699
H: -1.9374 -2.3344 0.3684
H: -0.6829 -1.0279 0.3799
H: -2.1786 -0.8946 -0.5738
S: 5.1409 1.5718 -2.4931
S: 3.4912 2.7522 -1.9216
H: 4.5512 0.4270 -2.0623
H: 2.9959 1.8107 -1.1263

Atomic forces in eV per Å
C -1.0 -0.1 0.5
C 0.2 0.9 0.4
H -0.1 -0.1 -0.3
H 0.3 -0.1 -0.3
H 0.1 0.1 0.1
H 0.2 -0.1 0.4
H 0.2 -0.6 -0.7
H 0.1 0.0 -0.1
S -0.3 -0.4 0.3
S 0.1 0.1 -0.2
H 0.4 0.3 -0.4
H -0.2 0.0 0.3

The calculation puts the energy above the lowest of the compared OMol25 structures with the same formula, charge and spin at 0.645 eV. The LUMO energy is 0.2 eV. The charge is 0. The value obtained for the HOMO-LUMO gap is 8.833 eV.

Atom charges from the Löwdin analysis, given in e for atoms 1 to 4: atom 1 (C): -0.1816, atom 2 (C): -0.1643, atom 3 (H): 0.0579, atom 4 (H): 0.0565